--- one ---
{"formula": "C4H9N2OS", "method": "the ωB97M-V functional and the def2-TZVPD basis", "elements": ["C", "C", "C", "C", "N", "N", "O", "S", "H", "H", "H", "H", "H", "H", "H", "H", "H"], "coordinates": [[-0.0238, 0.4516, 1.0973], [1.3779, 0.5098, -0.7393], [0.7037, 1.8422, -0.5545], [0.8713, -1.7515, 0.1682], [0.6064, -0.3328, 0.2143], [0.1664, 1.7428, 0.8167], [-3.6365, -1.5054, 0.1164], [-4.0371, 0.0409, 0.2625], [1.3116, 0.0012, -1.6420], [2.5135, 0.3233, -0.6076], [1.4643, 2.6376, -0.6114], [-0.0503, 1.9873, -1.4122], [2.0354, -1.9838, 0.1900], [0.2472, -2.1469, 0.9991], [0.6591, -2.2514, -0.7134], [-0.3303, 2.3189, 1.4473], [-3.8788, -1.8840, 0.9686]], "lowdin_charge": [-0.04, -0.14, -0.14, -0.05, -0.18, 0.02, -0.44, 0.97, 0.09, 0.16, 0.13, 0.15, 0.14, 0.10, 0.05, 0.12, 0.05], "orbital_gap_ev": [3.77, 3.78], "multiplicity": 1, "homo_energy_ha": [-0.450, -0.451], "total_charge": 1}

***

--- two ---
{"formula": "C4H9N2OS", "method": "the ωB97M-V functional and the def2-TZVPD basis", "elements": ["C", "C", "C", "C", "N", "N", "O", "S", "H", "H", "H", "H", "H", "H", "H", "H", "H"], "coordinates": [[-0.0267, 0.1600, -0.3450], [-0.9281, 1.3882, 1.4291], [1.2251, -0.0597, 1.7624], [0.2641, -0.8847, -2.4832], [0.1704, 0.5224, 0.9267], [-1.8150, 0.8677, -0.7562], [0.6163, -0.6177, -1.1065], [-1.6962, 2.2463, 0.0594], [-1.8373, 0.8320, 1.8713], [-0.5984, 2.1722, 2.1485], [0.7401, -0.6953, 2.4579], [1.8109, -0.7730, 1.2810], [1.7569, 0.5480, 2.5308], [-0.3795, -0.0874, -2.6500], [-0.2383, -1.8323, -2.5998], [1.2072, -1.0474, -3.0369], [-1.8513, 1.0306, -1.7519]], "lowdin_charge": [-0.13, -0.39, 0.02, 0.06, -0.09, -0.28, 0.04, 0.90, 0.13, 0.11, 0.09, 0.08, 0.13, 0.06, 0.11, 0.13, 0.03], "orbital_gap_ev": [8.28, 8.28], "multiplicity": 1, "homo_energy_ha": [-0.460, -0.460], "total_charge": 1}

***

--- three ---
{"formula": "C4H9N2OS", "method": "the ωB97M-V functional and the def2-TZVPD basis", "elements": ["C", "C", "C", "C", "N", "N", "O", "S", "H", "H", "H", "H", "H", "H", "H", "H", "H"], "coordinates": [[0.2019, -0.8460, -0.5620], [-0.9990, -0.3889, -0.2205], [1.7768, 0.2101, 1.0405], [-2.4146, -0.7845, -0.0547], [2.0272, 0.6687, -1.1700], [0.9897, 0.4130, -0.2554], [-3.0386, 0.4852, -0.0387], [-0.5700, 1.2964, 0.0151], [0.6342, -1.8344, -0.6005], [2.3516, 1.1593, 1.2471], [0.9376, 0.1044, 1.7297], [2.4807, -0.5976, 1.1828], [-2.5166, -1.2539, 1.0145], [-2.9303, -1.2673, -0.9656], [1.8081, 0.5255, -2.1859], [2.6833, 1.4155, -1.0014], [-3.4221, 0.6945, 0.8250]], "lowdin_charge": [-0.06, -0.44, -0.02, -0.20, 0.08, -0.54, -0.14, 1.13, 0.14, 0.12, 0.08, 0.11, 0.18, 0.18, 0.15, 0.11, 0.11], "orbital_gap_ev": 9.62, "multiplicity": 1, "homo_energy_ha": -0.499, "total_charge": 1}

***

--- four ---
{"formula": "C4H9N2OS", "method": "the ωB97M-V functional and the def2-TZVPD basis", "elements": ["C", "C", "C", "C", "N", "N", "O", "S", "H", "H", "H", "H", "H", "H", "H", "H", "H"], "coordinates": [[-0.1664, -0.4219, -1.3012], [0.3803, -1.5741, -0.9574], [0.9763, 0.4027, 0.6033], [-1.9066, 0.1956, 0.7471], [2.0215, 1.2742, 0.0473], [-0.1352, 0.5457, -0.3819], [-2.0452, -1.0590, 0.4540], [1.2785, -1.4467, 0.4823], [-0.6002, -0.1181, -2.2081], [0.2657, -2.5648, -1.5472], [0.6675, 0.5867, 1.6625], [-1.7013, 0.6267, 1.7015], [-2.1888, 0.7901, -0.0653], [2.8250, 0.7740, -0.3581], [2.4083, 2.0558, 0.5604], [-0.3946, 1.4436, -0.6884], [-1.6848, -1.5105, 1.2491]], "lowdin_charge": [-0.26, -0.40, -0.52, 0.04, 0.04, -0.07, 0.07, 0.99, 0.13, 0.14, 0.12, 0.13, 0.10, 0.09, 0.09, 0.14, 0.15], "orbital_gap_ev": [7.95, 7.95], "multiplicity": 1, "homo_energy_ha": [-0.453, -0.453], "total_charge": 1}

***

Going by the energies, four is most stable and the next is 112.1 kJ/mol up.

***

--- one ---
{"formula": "C5H8N4O", "method": "the ωB97M-V functional and the def2-TZVPD basis", "elements": ["H", "N", "C", "O", "C", "C", "C", "N", "N", "C", "N", "H", "H", "H", "H", "H", "H", "H"], "coordinates": [[-1.8658, -1.8639, -0.9901], [-0.8857, -1.7036, -0.6224], [-0.9444, -0.6631, 0.0930], [-2.1786, -0.0151, 0.1550], [0.2397, 0.1210, 0.5996], [1.5405, -0.3453, 0.0436], [2.4494, -1.2992, 0.5254], [3.4466, -1.3998, -0.3521], [3.1210, -0.5699, -1.3185], [3.8864, -0.4456, -2.5403], [2.0047, 0.0973, -1.1252], [-2.0706, 0.8902, 0.4721], [0.2463, 0.0526, 1.6980], [0.1072, 1.1870, 0.3587], [2.4163, -1.8978, 1.4308], [4.8795, -0.8691, -2.3652], [3.3850, -0.9849, -3.3539], [3.9728, 0.6150, -2.8002]], "lowdin_charge": [0.09, 0.15, -0.46, 0.02, -0.09, -0.31, -0.08, 0.09, -0.27, -0.01, 0.15, 0.09, 0.13, 0.13, 0.11, 0.09, 0.09, 0.09], "smiles": "[H]/N=C(\\O)Cc1cnn(C)n1", "orbital_gap_ev": 10.24, "multiplicity": 1, "homo_energy_ha": -0.352, "total_charge": 0}

***

--- two ---
{"formula": "C5H8N4O", "method": "the ωB97M-V functional and the def2-TZVPD basis", "elements": ["C", "C", "C", "C", "N", "N", "C", "N", "N", "H", "H", "H", "H", "H", "H", "O", "H", "H"], "coordinates": [[2.3860, -1.1555, 1.1281], [1.2905, -0.9152, 0.0687], [0.8569, 0.4414, -0.3462], [-0.0305, -0.2608, 0.2403], [-1.3251, -0.1567, 0.5576], [-2.0109, -0.9012, 1.3343], [-3.1518, -0.2233, 1.4015], [-3.1015, 0.8616, 0.6670], [-1.9028, 0.9022, 0.1569], [2.5800, -2.0908, 1.6165], [2.3513, -0.4943, 2.0258], [3.3104, -0.7711, 0.6556], [1.1920, -1.7524, -0.6186], [1.2897, 1.3498, -0.6033], [-3.9229, -0.5944, 2.0177], [0.1235, 1.7206, -3.1015], [-0.6689, 1.8347, -3.6263], [0.7342, 2.2054, -3.5742]], "lowdin_charge": [-0.07, -0.23, 0.08, -0.16, -0.18, 0.14, -0.21, 0.04, 0.08, 0.05, 0.08, 0.08, 0.11, 0.10, 0.09, -0.02, 0.04, -0.01], "smiles": "C[C@@H]1C=C1n1ncnn1.O", "orbital_gap_ev": 9.75, "multiplicity": 1, "homo_energy_ha": -0.334, "total_charge": 0}

***

Going by the energies, one is most stable and the next is 391.4 kJ/mol up.

***

--- one ---
{"formula": "C3H14N2O2S", "method": "the ωB97M-V functional and the def2-TZVPD basis", "elements": ["N", "C", "N", "C", "C", "S", "H", "H", "H", "H", "H", "H", "H", "H", "H", "H", "O", "H", "H", "O", "H", "H"], "coordinates": [[2.1170, 0.1454, -1.0080], [1.0942, 1.0202, -1.6473], [-0.1664, 1.2390, -0.9967], [-1.1343, 0.1736, -1.2183], [-1.0828, -1.1221, -0.3353], [-1.6158, -2.6158, -1.1306], [2.3697, 0.5359, -0.1178], [1.7036, -0.7753, -0.9528], [0.9469, 0.5996, -2.6444], [1.5993, 1.9604, -1.8894], [-0.1128, 1.4669, -0.0028], [-0.9799, -0.2745, -2.1982], [-2.1422, 0.5789, -1.1416], [-1.6859, -1.0824, 0.5807], [-0.1195, -1.2355, 0.1880], [-0.8070, -2.6878, -2.2124], [-1.1273, 1.2385, 2.2906], [-0.8024, 0.4765, 2.7437], [-1.7025, 1.6936, 2.8866], [0.9223, -0.6314, 3.1080], [1.7156, -0.2886, 3.5329], [1.0101, -0.4149, 2.1650]], "lowdin_charge": [0.01, -0.32, -0.06, -0.27, -0.62, 0.71, 0.04, 0.04, 0.11, 0.10, 0.09, 0.08, 0.11, 0.05, 0.04, -0.14, -0.03, -0.01, 0.03, -0.05, 0.05, 0.03], "smiles": "NCNCCS.O.O", "orbital_gap_ev": 8.99, "multiplicity": 1, "homo_energy_ha": -0.316, "total_charge": 0}

***

--- two ---
{"formula": "C3H14N2O2S", "method": "the ωB97M-V functional and the def2-TZVPD basis", "elements": ["N", "C", "N", "C", "C", "S", "H", "H", "H", "H", "H", "H", "H", "H", "H", "H", "O", "H", "H", "O", "H", "H"], "coordinates": [[0.3772, -1.5470, -0.8775], [-0.0513, -0.5220, -1.8269], [0.7148, 0.7091, -1.8905], [0.1741, 1.8642, -1.2124], [0.2094, 1.7138, 0.3458], [0.2758, 3.2803, 1.2780], [1.3374, -1.7897, -1.0474], [0.3522, -1.2670, 0.1041], [-1.0733, -0.3035, -1.5036], [-0.1032, -0.9791, -2.8132], [1.7002, 0.6068, -1.7027], [-0.8790, 1.9386, -1.4889], [0.6617, 2.7927, -1.5005], [1.1398, 1.2029, 0.5953], [-0.5974, 1.0410, 0.6308], [-0.9997, 3.5768, 1.4902], [0.8701, -1.3778, 2.7157], [0.1333, -1.7815, 3.1829], [1.6948, -1.7366, 3.0727], [-1.8730, -2.7352, 1.0552], [-2.6350, -2.1296, 1.1611], [-1.4288, -2.5573, 0.2320]], "lowdin_charge": [0.01, -0.30, -0.08, -0.30, -0.56, 0.69, 0.06, 0.04, 0.11, 0.10, 0.11, 0.11, 0.09, 0.05, 0.06, -0.17, -0.06, 0.03, 0.04, -0.07, 0.05, -0.02], "smiles": "NCNCCS.O.O", "orbital_gap_ev": 9.13, "multiplicity": 1, "homo_energy_ha": -0.313, "total_charge": 0}

***

Going by the energies, two is most stable and the next is 20.9 kJ/mol up.

***

--- one ---
{"formula": "CH3NO3", "method": "the ωB97M-V functional and the def2-TZVPD basis", "elements": ["C", "N", "O", "O", "O", "H", "H", "H"], "coordinates": [[0.2032, 0.4874, 0.6005], [-1.0557, 0.1466, 0.0628], [-1.4423, 0.8060, -0.8846], [-1.6659, -0.7554, 0.5920], [1.4796, -1.1219, -0.5851], [0.7357, 1.3260, 0.1809], [0.5009, 0.0094, 1.5218], [1.2445, -0.8980, -1.4882]], "lowdin_spin": [0.60, 0.07, 0.10, 0.10, 1.06, 0.02, 0.02, 0.03], "orbital_gap_ev": [10.29, 7.91], "multiplicity": 3, "homo_energy_ha": [-0.356, -0.403], "total_charge": 0}

***

--- two ---
{"formula": "CH3NO3", "method": "the ωB97M-V functional and the def2-TZVPD basis", "elements": ["C", "N", "O", "O", "O", "H", "H", "H"], "coordinates": [[1.4611, 0.4460, -0.1431], [1.6255, -0.7517, -0.1466], [1.3832, 1.5939, 0.0150], [-1.7406, 0.6087, -0.0926], [-1.0242, -0.5568, -0.2733], [0.9016, -1.4801, -0.4387], [-1.2649, -1.1260, 0.4938], [-1.3416, 1.2661, 0.5853]], "lowdin_spin": [0.01, 0.04, 0.02, 0.93, 0.83, 0.02, 0.06, 0.10], "orbital_gap_ev": [5.96, 7.88], "multiplicity": 3, "homo_energy_ha": [-0.205, -0.404], "total_charge": 0}

***

Going by the energies, one is most stable and the next is 141.7 kJ/mol up.

***

--- one ---
{"formula": "C18H22ClN5O4S", "method": "the ωB97M-V functional and the def2-TZVPD basis", "elements": ["C", "C", "C", "N", "C", "O", "C", "C", "C", "Cl", "C", "C", "C", "N", "C", "C", "N", "C", "C", "N", "C", "O", "C", "C", "N", "S", "C", "O", "O", "H", "H", "H", "H", "H", "H", "H", "H", "H", "H", "H", "H", "H", "H", "H", "H", "H", "H", "H", "H", "H", "H"], "coordinates": [[1.9158, -1.3032, -1.5808], [2.1124, 0.1632, -1.9396], [2.3077, 1.0366, -0.6727], [1.0774, 1.8296, -0.5884], [0.0902, 1.6367, 0.3160], [-1.0998, 1.7807, 0.0561], [0.4873, 1.2855, 1.7325], [-0.4886, 0.6326, 2.5233], [-0.1873, 0.3354, 3.8147], [-1.3405, -0.4773, 4.8091], [1.0755, 0.7021, 4.3467], [1.5153, 0.4667, 5.6667], [2.7619, 0.8871, 6.0274], [3.6211, 1.5272, 5.1920], [3.2256, 1.7511, 3.9710], [1.9554, 1.3627, 3.4689], [1.6620, 1.6437, 2.1736], [0.7256, 2.1446, -1.9701], [0.9008, 0.8090, -2.6853], [-0.3410, 0.0631, -2.5693], [-0.6634, -0.9123, -3.4442], [0.0763, -1.2830, -4.3396], [-2.0101, -1.6068, -3.2219], [-1.7337, -2.9224, -2.4991], [-2.9544, -0.7154, -2.5427], [-4.0729, -1.0702, -1.3929], [-3.2186, -0.8362, 0.1346], [-5.0493, -0.0274, -1.5142], [-4.4592, -2.4479, -1.4645], [1.0933, -1.4227, -0.8706], [1.6945, -1.9017, -2.4636], [2.8192, -1.6988, -1.1142], [2.9895, 0.2528, -2.5819], [3.1553, 1.7164, -0.7733], [2.4575, 0.4432, 0.2222], [-1.4503, 0.3962, 2.0943], [0.8741, -0.0363, 6.3760], [3.1275, 0.7210, 7.0329], [3.9023, 2.2637, 3.2949], [1.4431, 2.8779, -2.3435], [-0.2773, 2.5553, -2.0360], [1.1191, 0.9196, -3.7462], [-1.0332, 0.3594, -1.8951], [-2.3821, -1.8408, -4.2215], [-0.9675, -3.4511, -3.0637], [-1.3503, -2.7469, -1.4916], [-2.6248, -3.5375, -2.4336], [-3.2838, 0.0689, -3.0886], [-3.9425, -1.0304, 0.9243], [-2.4007, -1.5520, 0.1946], [-2.8542, 0.1883, 0.1769]], "lowdin_charge": [-0.06, -0.25, -0.10, -0.02, -0.38, 0.05, -0.17, -0.01, -0.57, 0.74, -0.17, -0.03, -0.12, 0.07, -0.07, -0.19, 0.18, -0.07, -0.22, 0.12, -0.47, 0.06, -0.29, -0.03, -0.11, 0.57, -0.14, -0.30, -0.30, 0.08, 0.08, 0.08, 0.14, 0.13, 0.11, 0.10, 0.09, 0.11, 0.12, 0.14, 0.13, 0.15, 0.12, 0.15, 0.09, 0.08, 0.07, 0.12, 0.08, 0.06, 0.04], "smiles": "C[C@@H]1CN(C(=O)c2cc(Cl)c3ccncc3n2)C[C@@H]1NC(=O)[C@@H](C)NS(C)(=O)=O", "orbital_gap_ev": 8.80, "multiplicity": 1, "homo_energy_ha": -0.355, "total_charge": 0}

***

--- two ---
{"formula": "C18H22ClN5O4S", "method": "the ωB97M-V functional and the def2-TZVPD basis", "elements": ["C", "C", "C", "N", "C", "O", "C", "C", "C", "Cl", "C", "C", "C", "N", "C", "C", "N", "C", "C", "N", "C", "O", "C", "C", "N", "S", "C", "O", "O", "H", "H", "H", "H", "H", "H", "H", "H", "H", "H", "H", "H", "H", "H", "H", "H", "H", "H", "H", "H", "H", "H"], "coordinates": [[4.3264, -0.6179, 1.2615], [4.3420, 0.8990, 1.2845], [4.0613, 1.4938, 2.6694], [3.5066, 2.8276, 2.3727], [2.7756, 3.6100, 3.1935], [2.1400, 4.5800, 2.8017], [2.7273, 3.2659, 4.6647], [1.5272, 3.6067, 5.3415], [1.4358, 3.3432, 6.6676], [-0.0224, 3.7016, 7.5296], [2.5372, 2.7675, 7.3549], [2.5818, 2.4520, 8.7289], [3.7229, 1.9053, 9.2414], [4.8348, 1.6415, 8.5097], [4.8035, 1.9305, 7.2376], [3.6810, 2.4972, 6.5827], [3.7670, 2.7403, 5.2471], [3.4366, 3.0483, 0.9253], [3.3276, 1.6274, 0.3911], [1.9509, 1.1926, 0.5953], [1.4038, 0.1462, -0.0596], [2.0039, -0.5189, -0.8807], [-0.1069, -0.0716, 0.1509], [-0.6014, -1.3645, -0.4694], [-0.6651, 0.0943, 1.5199], [0.2280, -0.0186, 2.8958], [-0.9583, -0.6147, 4.0563], [1.2206, -1.0281, 2.6753], [0.6244, 1.2959, 3.3417], [3.3591, -1.0038, 1.5795], [4.5325, -0.9965, 0.2613], [5.0854, -1.0095, 1.9421], [5.3257, 1.2513, 0.9547], [4.9567, 1.5636, 3.2813], [3.3247, 0.8914, 3.2057], [0.7219, 4.0576, 4.7822], [1.7278, 2.6434, 9.3625], [3.7865, 1.6533, 10.2928], [5.6870, 1.7260, 6.6413], [4.3437, 3.5359, 0.5613], [2.5846, 3.6807, 0.6872], [3.5643, 1.5343, -0.6676], [1.4276, 1.6626, 1.3194], [-0.5497, 0.7553, -0.4135], [-0.2831, -1.4287, -1.5070], [-0.1921, -2.2227, 0.0638], [-1.6887, -1.3989, -0.4162], [-1.2752, 0.8996, 1.5890], [-0.4460, -0.6680, 5.0153], [-1.7859, 0.0887, 4.1163], [-1.2942, -1.5968, 3.7368]], "lowdin_charge": [-0.05, -0.29, -0.10, -0.01, -0.41, 0.06, -0.18, -0.02, -0.57, 0.72, -0.17, -0.03, -0.13, 0.07, -0.07, -0.19, 0.18, -0.07, -0.23, 0.13, -0.46, 0.08, -0.29, -0.04, -0.10, 0.58, -0.13, -0.27, -0.30, 0.06, 0.08, 0.08, 0.15, 0.12, 0.11, 0.12, 0.09, 0.10, 0.12, 0.13, 0.13, 0.16, 0.11, 0.15, 0.08, 0.09, 0.08, 0.12, 0.08, 0.07, 0.07], "smiles": "C[C@@H]1CN(C(=O)c2cc(Cl)c3ccncc3n2)C[C@@H]1NC(=O)[C@@H](C)NS(C)(=O)=O", "orbital_gap_ev": 8.96, "multiplicity": 1, "homo_energy_ha": -0.339, "total_charge": 0}

***

Going by the energies, two is most stable and the next is 6.4 kJ/mol up.

***

--- one ---
{"formula": "CH2N4OS", "method": "the ωB97M-V functional and the def2-TZVPD basis", "elements": ["O", "N", "N", "N", "N", "C", "S", "H", "H"], "coordinates": [[-0.6450, -0.6750, 1.6002], [-0.4947, -0.4367, 0.2833], [-1.1396, -1.0487, -0.6750], [-0.5677, -0.6179, -1.7906], [0.4658, 0.1719, -1.4558], [0.5570, 0.2217, -0.1796], [1.6059, 1.2556, 0.8270], [-1.6198, -0.9946, 1.6809], [1.8381, 2.1238, -0.2904]], "lowdin_charge": [0.04, -0.25, 0.06, -0.01, 0.00, -0.73, 0.78, 0.18, -0.06], "smiles": "On1nnnc1S", "orbital_gap_ev": 10.18, "multiplicity": 1, "homo_energy_ha": -0.362, "total_charge": 0}

***

--- two ---
{"formula": "CH2N4OS", "method": "the ωB97M-V functional and the def2-TZVPD basis", "elements": ["N", "N", "N", "N", "O", "C", "S", "H", "H"], "coordinates": [[1.3552, -0.8450, -0.2594], [-0.0486, -0.4680, -0.0640], [-0.8864, -1.0287, 0.9579], [-1.7769, -0.1578, 1.2369], [-1.5530, 1.0797, 0.5069], [-0.5015, 0.8676, -0.1493], [0.0780, 2.1030, -1.0948], [2.0079, -0.3729, 0.1613], [1.3254, -1.1777, -1.2954]], "lowdin_charge": [0.12, -0.13, 0.10, 0.09, -0.02, -0.96, 0.63, 0.00, 0.16], "smiles": "Nn1nnoc1=S", "orbital_gap_ev": 8.86, "multiplicity": 1, "homo_energy_ha": -0.330, "total_charge": 0}

***

Going by the energies, one is most stable and the next is 92.1 kJ/mol up.